(1)
Density functional theory data (ωB97M-V with the def2-TZVPD basis set) for C29H29AgCl5N2Sb as an isolated structure.

Results
E_HOMO, eV: -8.188
Multiplicity: 1
ΔE to the lowest compared entry with this formula, charge and spin, kcal/mol: 5.4

Each line ends with the Mulliken charge.
Positions of all 67 atoms, in Å:
Ag  -1.04118  0.31814  0.36720  -0.362
N  -0.16233  2.50204  0.60609  0.200
C  -1.09990  3.62468  0.48976  -0.659
C  -2.13103  3.35208  -0.59667  -0.696
N  -2.81296  2.09609  -0.30196  -0.350
H  0.44466  2.63811  1.40546  -0.007
H  0.45049  2.50032  -0.20335  -0.175
H  -0.58422  4.56423  0.26949  0.338
H  -1.61646  3.74036  1.44548  0.471
H  -1.62817  3.24512  -1.56161  0.342
H  -2.80840  4.21069  -0.66540  0.368
H  -3.44517  1.83189  -1.04732  0.189
H  -3.38100  2.19989  0.53227  0.222
Cl  -4.19842  -0.49730  0.64502  -0.242
C  -3.21754  -1.89941  0.34680  1.458
C  -1.83063  -1.73882  0.25982  -1.668
C  -1.14383  -2.93594  0.04413  1.359
Cl  0.57618  -2.89072  -0.12007  -0.199
C  -1.75695  -4.18559  -0.05270  -0.463
Cl  -0.82552  -5.61640  -0.28717  -0.189
C  -3.13982  -4.27744  0.03548  0.754
Cl  -3.92654  -5.80378  -0.07798  -0.192
C  -3.88255  -3.11663  0.22133  -0.538
Cl  -5.60207  -3.21013  0.28474  -0.186
C  4.44974  -2.33857  1.68918  -1.351
C  5.39122  -1.27994  1.17179  0.592
C  6.74822  -1.36119  1.48149  -0.772
C  7.64934  -0.41289  1.02516  -0.641
C  7.19556  0.65882  0.27133  -0.962
C  5.84746  0.75516  -0.03566  -0.038
C  4.94327  -0.21485  0.38679  0.305
Sb  2.84642  -0.02843  -0.15944  0.924
C  2.94531  2.02207  0.53890  0.880
C  3.18984  3.08988  -0.31711  -0.112
C  3.28239  4.38918  0.16562  -0.919
C  3.14498  4.62441  1.52382  -0.736
C  2.90023  3.56345  2.38557  -0.430
C  2.78809  2.25841  1.91201  0.031
C  2.51044  1.13590  2.87815  -1.714
C  3.20278  0.32992  -2.26673  0.145
C  4.40125  -0.11362  -2.82580  -0.592
C  4.64039  -0.01639  -4.18780  -0.827
C  3.66560  0.51288  -5.01889  -0.596
C  2.45343  0.91206  -4.48107  -0.573
C  2.20354  0.81586  -3.11367  0.767
C  0.86023  1.25902  -2.59326  -0.733
H  4.99854  -3.10249  2.23788  0.434
H  3.91094  -2.82323  0.87269  0.286
H  3.70431  -1.91063  2.36295  0.250
H  7.10222  -2.19140  2.08173  0.357
H  8.70221  -0.51393  1.25568  0.387
H  7.88862  1.41230  -0.08133  0.430
H  5.50101  1.59756  -0.62233  0.496
H  3.30944  2.90535  -1.38086  0.487
H  3.46519  5.21360  -0.51246  0.428
H  3.21627  5.63128  1.91512  0.396
H  2.79386  3.75277  3.44807  0.395
H  2.23000  1.52233  3.85736  0.484
H  3.39884  0.51118  3.00537  0.291
H  1.70368  0.49231  2.51674  0.302
H  5.15892  -0.55224  -2.19128  0.474
H  5.57820  -0.36940  -4.59751  0.433
H  3.83880  0.59466  -6.08429  0.376
H  1.67709  1.29540  -5.13365  0.413
H  0.09399  1.13897  -3.35855  0.541
H  0.88909  2.31942  -2.32034  0.246
H  0.55860  0.67267  -1.72021  -0.329

=====

(2)
Density functional theory data (ωB97M-V with the def2-TZVPD basis set) for one molecule with the formula C21H35N5O6.

Results
SMILES string: CC(C)(C)OC(=O)CNC(=O)c1[nH]cnc1C(=O)NCCCCCNC(=O)OC(C)(C)C
E_HOMO, eV: -9.153
Multiplicity: 1
ΔE to the lowest compared entry with this formula, charge and spin, kcal/mol: 0.0

Each line ends with the Mulliken charge.
Positions of all 67 atoms, in Å:
C  -2.49276  -1.88331  2.47776  -1.463
H  -1.56730  -1.32050  2.37485  0.152
H  -2.35300  -2.87328  2.05237  0.389
H  -2.73695  -1.98391  3.53153  0.509
C  -3.61679  -1.14417  1.75408  1.750
C  -3.84873  0.22604  2.39011  -1.524
H  -4.16899  0.11227  3.42146  0.433
H  -2.92548  0.79884  2.36116  0.161
H  -4.61068  0.76973  1.83789  0.397
C  -4.90465  -1.96388  1.72517  -1.800
H  -5.25200  -2.13397  2.74051  0.456
H  -5.67556  -1.43061  1.17303  0.369
H  -4.73008  -2.92323  1.24572  0.384
O  -3.18717  -0.82572  0.40705  -0.217
C  -2.82340  -1.75378  -0.45643  0.757
O  -2.91932  -2.94787  -0.32215  -0.644
C  -2.21942  -1.09891  -1.69608  -0.911
N  -1.58107  0.14376  -1.36015  0.226
C  -1.91611  1.29945  -1.94263  0.445
O  -2.67590  1.41948  -2.89473  -0.785
C  -1.25252  2.49580  -1.37707  -0.431
C  -0.46918  2.79723  -0.27327  1.870
N  -0.15662  4.12960  -0.29540  -0.663
C  -0.72574  4.62204  -1.35942  -0.557
N  -1.40058  3.67753  -2.04272  -0.019
H  -1.94087  3.75261  -2.89268  0.222
H  -0.66748  5.64926  -1.65935  0.458
C  0.02312  1.95794  0.83199  -0.199
O  -0.22733  0.76171  0.95310  -0.586
N  0.75182  2.65553  1.71801  -0.075
H  0.92438  3.62355  1.48146  0.343
C  1.48692  2.05240  2.79995  -0.792
C  2.98682  1.98627  2.49411  -0.871
C  3.25533  1.11689  1.26949  0.106
C  4.73504  1.03647  0.90459  -0.769
H  5.14748  2.04301  0.81123  0.362
H  5.28680  0.51910  1.69363  0.326
C  4.93613  0.30892  -0.43005  -0.829
N  4.45890  -1.05206  -0.40416  -0.124
C  3.18643  -1.37368  -0.76144  0.557
O  2.42814  -0.61842  -1.31919  -0.606
O  2.95114  -2.65408  -0.42497  -0.504
C  1.63779  -3.23862  -0.61406  2.049
C  1.81086  -4.69551  -0.18219  -1.859
H  2.53111  -5.19478  -0.82509  0.432
H  0.85772  -5.21144  -0.24555  0.388
H  2.17202  -4.74112  0.84193  0.440
C  0.63119  -2.53155  0.29183  -1.164
H  0.92773  -2.63922  1.33356  0.449
H  0.58268  -1.47246  0.05353  -0.136
H  -0.35201  -2.97251  0.16041  0.418
C  1.21015  -3.17067  -2.07907  -1.852
H  1.96592  -3.63414  -2.71020  0.423
H  1.08447  -2.13666  -2.38715  0.338
H  0.27148  -3.70386  -2.20404  0.469
H  4.95234  -1.72274  0.16337  0.242
H  5.99574  0.30161  -0.70072  0.401
H  4.37025  0.81943  -1.21260  0.328
H  2.70721  1.51496  0.41378  0.255
H  2.87015  0.11318  1.45782  0.090
H  3.50476  1.57864  3.36423  0.339
H  3.36426  2.99687  2.31978  0.406
H  1.31286  2.62749  3.71477  0.414
H  1.08827  1.04328  2.92946  0.208
H  -1.01856  0.17884  -0.50438  0.013
H  -3.01106  -0.88815  -2.42443  0.576
H  -1.50872  -1.80116  -2.14331  0.032